DFT (ωB97M-V/def2-TZVPD) results for C8H7N2O5SSr as an isolated structure in a non-equilibrium geometry.

Structure (ORCA input):
```
! RIJCOSX wB97M-V def2-TZVPD def2/J DEFGRID3
* xyz 1 1
O 0.614 1.338 -5.589
C 0.192 1.106 -4.543
Sr -0.820 0.351 -2.277
O 2.032 -1.372 -4.211
C 1.230 -0.909 -3.509
C 1.193 -0.539 -0.738
O 2.074 -1.158 -0.296
C 1.316 1.864 -0.682
O 0.960 2.233 0.404
C 2.318 2.132 -1.663
O 2.786 1.174 -2.363
H 2.752 3.179 -1.704
S -2.646 -0.914 -0.491
C -1.795 -0.797 0.986
N -1.605 0.315 1.740
C -1.211 -0.004 3.115
C -0.929 -1.516 3.046
N -1.276 -1.838 1.665
H -2.073 1.183 1.501
H -2.000 0.215 3.855
H -0.321 0.570 3.405
H -1.526 -2.093 3.772
H 0.128 -1.734 3.244
H -1.390 -2.784 1.332
*
```

Properties
- Kohn-Sham gap (spin up / spin down): 5.48 / 5.23 eV
- E_tot: -33289.4761 eV

=====

DFT (ωB97M-V/def2-TZVPD) results for one molecule with the formula C8H7N3 in a non-equilibrium geometry.

Structure (ORCA input):
```
! RIJCOSX wB97M-V def2-TZVPD def2/J DEFGRID3
* xyz 0 1
C 2.525 1.176 -1.501
C 2.595 -0.218 -1.744
C 0.818 0.274 -0.451
C -0.426 0.009 0.246
C -1.118 0.990 0.966
C -2.293 0.695 1.557
C -2.684 -0.665 1.615
C -1.877 -1.613 0.992
H 3.248 2.065 -1.911
H 3.588 -0.814 -2.249
H 1.316 -1.696 -1.125
H -0.642 1.812 0.733
H -2.900 1.373 1.951
H -3.583 -1.061 2.065
H -2.105 -2.891 1.103
N 1.528 -0.682 -1.153
N 1.404 1.517 -0.677
N -0.668 -1.216 0.310
*
```

Properties
- Kohn-Sham gap: 8.92 eV
- SMILES: c1ccc(-c2ncc[nH]2)nc1
- E_tot: -12877.0318 eV